Entry 1:
71
Properties=species:S:1:pos:R:3:lowdin_charge:R:1 method="wB97M-V/def2-TZVPD" e_lumo_ev=1.80 homo_ha=-0.166 charge=-1
Sc 0.30 -0.04 0.72 0.87
C -5.14 1.67 5.86 -0.05
C -3.78 1.54 5.23 -0.27
C -3.53 1.97 3.93 -0.01
C -2.28 1.80 3.36 -0.04
C -1.28 1.19 4.08 -0.26
C -1.50 0.79 5.39 -0.05
C -2.75 0.96 5.95 -0.03
S 0.35 0.88 3.34 0.64
O 1.32 1.32 4.31 -0.30
O 0.40 1.67 2.08 -0.38
N 0.57 -0.63 2.87 -0.25
C -0.53 -1.50 3.23 -0.19
C -1.82 -1.03 2.50 -0.65
O -2.92 -1.39 2.88 0.06
O -1.59 -0.22 1.53 -0.16
H -5.83 2.20 5.21 0.07
H -5.07 2.19 6.81 0.08
H -5.54 0.68 6.05 0.08
H -4.33 2.42 3.36 0.10
H -2.08 2.08 2.34 0.10
H -0.69 0.34 5.95 0.12
H -2.94 0.62 6.96 0.11
H -0.71 -1.51 4.32 0.11
H -0.30 -2.53 2.92 0.12
O 0.62 7.22 -0.08 -0.06
C 1.81 6.49 0.03 -0.22
C 1.55 5.01 -0.09 -0.18
C 2.62 4.12 -0.11 0.01
C 2.35 2.77 -0.21 -0.10
N 1.13 2.28 -0.28 0.03
C 0.09 3.12 -0.27 -0.20
C 0.27 4.50 -0.18 0.06
C -1.23 2.47 -0.38 -0.20
C -2.43 3.13 -0.08 0.04
C -3.63 2.45 -0.22 -0.17
C -4.94 3.11 0.12 -0.21
O -4.81 4.24 0.95 -0.06
C -3.60 1.15 -0.72 0.02
C -2.37 0.57 -0.98 -0.10
N -1.21 1.19 -0.79 0.08
H 0.82 8.16 0.02 0.09
H 2.30 6.68 1.00 0.13
H 2.52 6.78 -0.77 0.13
H 3.64 4.48 -0.06 0.12
H 3.16 2.05 -0.25 0.09
H -0.56 5.18 -0.17 0.11
H -2.42 4.14 0.29 0.12
H -5.61 2.37 0.58 0.13
H -5.42 3.48 -0.80 0.13
H -4.29 4.00 1.73 0.07
H -4.51 0.59 -0.86 0.12
H -2.32 -0.44 -1.36 0.06
S -1.74 -3.07 -1.83 0.57
C -0.78 -2.44 -0.74 -0.98
N -0.05 -1.98 0.06 -0.05
O 8.64 0.25 -0.08 0.08
C 7.58 0.20 0.78 -0.49
O 7.80 0.33 1.96 0.09
C 6.25 0.02 0.19 -0.16
C 5.15 -0.12 1.06 -0.01
C 3.87 -0.25 0.56 -0.13
C 3.63 -0.25 -0.83 -0.74
S 2.04 -0.35 -1.46 0.63
C 4.74 -0.13 -1.69 -0.13
C 6.01 -0.01 -1.19 -0.05
H 8.34 0.12 -0.99 0.07
H 5.33 -0.12 2.12 0.12
H 3.01 -0.36 1.24 0.09
H 4.56 -0.13 -2.75 0.09
H 6.81 0.09 -1.91 0.10

=====

Entry 2:
67
Properties=species:S:1:pos:R:3:lowdin_charge:R:1 method="wB97M-V/def2-TZVPD" relative_energy_kcal_mol=0.0 e_lumo_ev=-0.56 homo_ha=-0.250
Ti -0.35 -0.92 0.81 0.85
C 0.65 0.16 5.30 -0.04
C 1.98 0.52 5.17 -0.05
C 2.69 0.07 4.08 -0.01
C 2.04 -0.74 3.16 -0.26
N 0.76 -1.08 3.28 0.06
C 0.08 -0.64 4.32 -0.13
C 2.69 -1.26 1.93 -0.19
C 4.07 -1.37 1.77 0.01
C 4.55 -1.96 0.62 -0.02
C 3.67 -2.48 -0.31 -0.02
C 2.31 -2.34 -0.07 -0.26
N 1.85 -1.69 0.99 0.09
C 1.26 -2.95 -0.93 -0.24
C 1.56 -3.71 -2.06 -0.01
C 0.53 -4.29 -2.77 -0.04
C -0.77 -4.12 -2.32 -0.02
C -0.99 -3.35 -1.19 -0.08
N 0.00 -2.77 -0.51 0.06
H 0.05 0.50 6.14 0.11
H 2.45 1.17 5.90 0.11
H 3.72 0.37 3.93 0.11
H -0.97 -0.90 4.34 0.11
H 4.74 -1.02 2.54 0.11
H 5.62 -2.04 0.46 0.12
H 4.04 -2.97 -1.20 0.11
H 2.58 -3.82 -2.39 0.11
H 0.74 -4.87 -3.65 0.11
H -1.61 -4.56 -2.84 0.11
H -1.99 -3.17 -0.82 0.11
N -1.73 2.90 2.70 0.05
C -1.44 1.64 2.20 -0.85
S 0.15 1.42 1.46 0.67
N -2.30 0.70 2.32 0.03
N -1.76 -0.53 1.98 -0.28
C -2.34 -1.54 1.24 -0.25
C -3.20 -1.19 0.08 -0.20
C -4.54 -1.52 -0.08 -0.04
C -5.23 -1.16 -1.24 -0.11
C -4.56 -0.47 -2.24 -0.10
C -3.22 -0.14 -2.11 -0.03
C -2.54 -0.51 -0.95 -0.34
O -1.22 -0.28 -0.79 -0.27
H -1.29 3.67 2.22 0.06
H -2.71 3.04 2.91 0.08
H -2.57 -2.47 1.76 0.10
H -5.05 -2.06 0.71 0.11
H -6.27 -1.41 -1.35 0.09
H -5.10 -0.19 -3.15 0.10
H -2.68 0.36 -2.91 0.11
C -1.66 3.19 -1.34 0.01
C -0.28 3.05 -1.86 -0.27
C 0.50 4.09 -2.30 0.02
C 1.79 3.77 -2.77 -0.32
N 2.28 2.55 -2.79 0.10
C 1.51 1.53 -2.32 -0.82
S 2.05 -0.06 -2.28 0.66
N 0.24 1.81 -1.91 0.09
C 2.69 4.86 -3.27 -0.03
H -1.97 4.23 -1.31 0.09
H -1.71 2.77 -0.33 0.06
H -2.36 2.62 -1.95 0.08
H 0.14 5.10 -2.28 0.12
H -0.32 1.02 -1.54 0.08
H 3.07 5.44 -2.43 0.09
H 2.15 5.55 -3.92 0.08
H 3.53 4.43 -3.81 0.08

=====

Entry 3:
73
Properties=species:S:1:pos:R:3:lowdin_charge:R:1 method="wB97M-V/def2-TZVPD" relative_energy_kcal_mol=21.3 e_lumo_ev="-0.30 / -2.26" homo_ha="-0.279 / -0.289" spin_multiplicity=4 s2=3.79
W 0.15 -0.09 -0.35 1.46
C -0.02 -2.63 3.30 -0.02
C -1.34 -3.03 3.39 -0.03
C -2.23 -2.59 2.42 0.00
C -1.79 -1.77 1.39 -0.23
N -0.48 -1.42 1.29 -0.09
C 0.37 -1.85 2.24 -0.18
C -2.64 -1.21 0.35 -0.20
C -4.02 -1.44 0.30 -0.03
C -4.76 -0.93 -0.74 -0.08
C -4.12 -0.22 -1.74 -0.07
C -2.76 0.02 -1.68 -0.16
C -1.98 -0.43 -0.61 -0.28
H 0.72 -2.92 4.04 0.12
H -1.68 -3.65 4.20 0.12
H -3.27 -2.87 2.46 0.11
H 1.39 -1.54 2.16 0.04
H -4.50 -2.02 1.07 0.10
H -5.83 -1.11 -0.78 0.10
H -4.69 0.16 -2.59 0.11
H -2.31 0.56 -2.50 0.09
S -0.25 -1.49 -2.62 0.84
C 0.39 -3.05 -2.51 -0.65
C 0.05 -4.00 -3.51 -0.12
C 0.57 -5.26 -3.48 -0.08
C 1.47 -5.63 -2.45 -0.07
C 1.83 -4.74 -1.48 -0.12
C 1.30 -3.42 -1.48 -0.65
S 1.82 -2.33 -0.29 0.82
H -0.64 -3.70 -4.28 0.10
H 0.30 -5.97 -4.24 0.10
H 1.88 -6.63 -2.44 0.11
H 2.51 -5.02 -0.69 0.10
B 0.74 1.56 -3.59 -0.45
N 1.95 0.99 -2.81 -0.08
C 3.19 0.91 -3.28 -0.07
C 4.02 0.44 -2.28 -0.03
C 3.19 0.25 -1.20 -0.19
N 1.92 0.58 -1.51 -0.13
N -0.17 2.28 -2.55 -0.05
C -0.86 3.39 -2.81 -0.06
C -1.74 3.62 -1.76 -0.03
C -1.52 2.58 -0.89 -0.16
N -0.56 1.76 -1.37 -0.11
H 1.14 2.39 -4.36 0.08
H 0.11 0.69 -4.13 0.03
H 3.40 1.21 -4.29 0.13
H 5.08 0.27 -2.33 0.10
H 3.46 -0.07 -0.21 0.06
H -0.68 3.94 -3.72 0.13
H -2.43 4.44 -1.65 0.10
H -2.02 2.37 0.04 0.11
C -0.83 4.81 3.76 -0.03
C -0.55 3.61 2.91 -0.24
C -1.28 2.43 3.06 0.00
C -1.03 1.35 2.25 -0.10
N -0.11 1.36 1.28 -0.10
C 0.63 2.48 1.16 -0.14
C 0.43 3.60 1.93 0.00
H -1.02 4.50 4.79 0.09
H -1.72 5.33 3.40 0.09
H 0.01 5.50 3.75 0.08
H -2.04 2.34 3.83 0.12
H -1.59 0.44 2.39 0.11
H 1.42 2.46 0.43 0.12
H 1.07 4.46 1.78 0.13
F 2.24 0.22 1.45 -0.37
As 3.32 0.58 2.87 0.75
F 2.83 2.23 2.82 -0.23
F 4.56 0.91 1.72 -0.23
F 4.35 0.87 4.21 -0.22
F 3.71 -1.11 2.86 -0.24
F 1.95 0.24 3.88 -0.24

=====

Entry 4:
72
Properties=species:S:1:pos:R:3:lowdin_charge:R:1 method="wB97M-V/def2-TZVPD" e_lumo_ev="-7.64 / -7.98" homo_ha="-0.481 / -0.481" spin_multiplicity=2 s2=0.76 charge=+2
Rh -0.19 1.21 -0.63 0.97
C 2.16 3.03 3.98 0.01
O 1.99 1.91 3.08 0.05
C 1.12 1.94 2.12 -0.55
O 1.00 0.98 1.36 -0.05
N 0.30 3.01 1.99 0.07
N -0.61 2.98 0.93 0.07
H 2.94 2.73 4.66 0.11
H 1.24 3.21 4.54 0.11
H 2.47 3.92 3.43 0.11
H 0.45 3.88 2.48 0.16
H -0.53 3.83 0.38 0.11
H -1.56 2.90 1.29 0.12
Cl 4.70 1.13 -3.39 0.69
C 3.47 2.36 -3.16 -1.63
Cl 4.15 3.88 -2.63 0.70
Cl 2.49 2.57 -4.61 0.67
C 2.54 1.86 -2.12 -0.31
N 1.81 1.44 -1.34 0.16
C -2.42 0.34 1.98 -0.19
Ge -1.10 -0.65 0.95 1.05
C -2.11 -2.07 0.12 -0.32
C -3.07 -1.79 -0.87 -0.11
C -4.02 -2.74 -1.20 -0.05
C -3.97 -3.99 -0.59 -0.05
C -3.00 -4.29 0.35 -0.05
C -2.05 -3.33 0.71 -0.08
C 0.12 -1.52 2.17 -0.27
C -0.09 -1.28 3.51 -0.09
C 0.84 -1.74 4.47 -0.05
C 1.94 -2.44 4.09 0.00
C 2.18 -2.73 2.72 -0.15
C 3.31 -3.47 2.31 -0.01
C 3.52 -3.77 1.00 -0.05
C 2.60 -3.33 0.02 -0.05
C 1.50 -2.60 0.39 -0.05
C 1.26 -2.27 1.75 -0.18
H -3.00 -0.42 2.51 0.06
H -3.09 0.91 1.33 0.03
H -1.95 1.03 2.69 0.02
H -3.09 -0.83 -1.36 0.08
H -4.79 -2.51 -1.91 0.12
H -4.70 -4.75 -0.86 0.12
H -2.97 -5.26 0.83 0.12
H -1.31 -3.57 1.46 0.11
H -0.97 -0.75 3.85 0.09
H 0.67 -1.52 5.52 0.11
H 2.64 -2.80 4.83 0.13
H 4.02 -3.79 3.06 0.12
H 4.38 -4.35 0.70 0.12
H 2.76 -3.58 -1.02 0.11
H 0.78 -2.29 -0.35 0.06
F -2.96 1.13 -2.26 0.09
C -2.29 2.27 -2.47 -0.22
C -1.11 2.52 -1.80 -0.13
C -0.47 3.73 -2.06 -0.24
F 0.67 4.05 -1.41 0.05
C -0.99 4.66 -2.94 -0.14
F -0.36 5.80 -3.16 0.16
C -2.18 4.38 -3.60 -0.12
F -2.69 5.26 -4.43 0.18
C -2.83 3.18 -3.37 -0.13
F -3.97 2.91 -3.99 0.17
C 1.41 -1.33 -3.04 -0.07
C -0.06 -1.46 -2.74 -0.22
O -0.67 -0.21 -2.27 -0.19
H 1.80 -2.30 -3.36 0.10
H 1.97 -1.01 -2.16 0.05
H 1.59 -0.62 -3.85 0.08
H -0.26 -2.19 -1.96 0.09
H -0.62 -1.76 -3.62 0.14
H -0.73 0.38 -3.03 0.10

=====

Entry 5:
65
Properties=species:S:1:pos:R:3:lowdin_charge:R:1 method="wB97M-V/def2-TZVPD" e_lumo_ev=-0.68 homo_ha=-0.293
Pb 0.36 2.38 -1.62 1.39
C -0.03 -2.56 1.01 -0.03
C -0.48 -2.37 2.44 -0.21
C -1.12 -3.41 3.10 -0.05
C -1.51 -3.30 4.43 -0.08
C -1.26 -2.13 5.13 -0.08
C -0.64 -1.07 4.48 -0.02
C -0.25 -1.18 3.15 -0.22
N 0.40 -0.08 2.54 0.14
C 0.02 0.53 1.36 -0.39
N -1.27 0.29 1.02 0.14
C -2.04 0.54 -0.15 -0.22
C -1.62 1.30 -1.24 -0.26
C -2.51 1.41 -2.32 -0.15
C -3.75 0.80 -2.32 -0.09
C -4.14 0.06 -1.22 -0.06
C -3.31 -0.08 -0.12 -0.22
C -3.78 -0.88 1.07 -0.04
N 0.81 1.28 0.68 0.00
C 2.16 1.42 1.09 -0.31
C 3.09 0.41 0.82 -0.03
C 4.42 0.57 1.17 -0.09
C 4.83 1.75 1.78 -0.09
C 3.91 2.75 2.04 -0.05
C 2.56 2.61 1.70 -0.22
C 1.57 3.70 1.98 -0.04
H 0.16 -3.61 0.82 0.08
H 0.88 -2.00 0.81 0.07
H -0.79 -2.21 0.30 0.08
H -1.30 -4.34 2.57 0.11
H -2.00 -4.13 4.92 0.10
H -1.55 -2.03 6.16 0.10
H -0.44 -0.14 5.00 0.12
H 1.28 0.23 2.92 0.15
H -1.77 -0.22 1.73 0.10
H -2.21 2.00 -3.18 0.09
H -4.41 0.90 -3.18 0.10
H -5.11 -0.41 -1.20 0.11
H -4.80 -1.22 0.91 0.08
H -3.79 -0.28 1.99 0.09
H -3.16 -1.76 1.25 0.07
H 2.75 -0.49 0.32 0.11
H 5.13 -0.21 0.96 0.10
H 5.87 1.89 2.05 0.10
H 4.23 3.67 2.51 0.11
H 2.03 4.51 2.53 0.08
H 0.72 3.33 2.55 0.08
H 1.17 4.11 1.05 0.07
Se 1.08 1.45 -5.34 1.20
N 0.54 0.82 -3.77 -0.32
C 0.72 -0.49 -3.78 -0.37
C 0.39 -1.37 -2.69 -0.02
C 0.63 -2.69 -2.84 -0.07
C 1.20 -3.23 -4.04 -0.08
C 1.52 -2.44 -5.09 -0.02
C 1.28 -1.03 -4.99 -0.39
N 1.55 -0.15 -5.94 -0.23
H -0.06 -0.96 -1.80 0.09
H 0.38 -3.37 -2.03 0.10
H 1.38 -4.30 -4.10 0.10
H 1.95 -2.84 -6.00 0.11
O 0.03 3.68 -4.07 -0.25
C -0.46 4.58 -3.36 -0.59
O -0.76 4.46 -2.14 -0.23
H -0.67 5.56 -3.82 0.13

=====

Entry 6:
64
Properties=species:S:1:pos:R:3:lowdin_charge:R:1 method="wB97M-V/def2-TZVPD" relative_energy_kcal_mol=473.4 e_lumo_ev=-0.64 homo_ha=-0.304
C 2.66 -0.58 -2.93 -0.12
O 3.90 -0.06 -3.18 -0.20
C 4.04 1.28 -2.90 -0.23
C 4.39 1.64 -1.49 -0.26
C 3.59 2.57 -1.06 -0.16
N 1.95 2.29 -1.02 0.13
C 1.33 1.72 0.00 -0.24
O 1.92 1.60 1.22 -0.10
C -0.09 1.02 -0.34 -0.09
C -0.92 0.63 0.58 -0.02
N -0.33 0.68 2.05 0.18
C -1.25 0.43 3.15 -0.37
O -2.45 0.68 3.17 0.06
C -0.29 0.35 4.31 -0.14
C -0.85 -0.06 5.57 -0.07
C -0.26 -0.22 6.69 -0.26
C 0.83 0.25 6.92 -0.07
C 1.61 0.68 5.67 0.04
C 0.90 0.98 4.47 -0.03
N -2.09 0.06 0.11 0.05
C -2.92 -0.72 0.55 -0.23
C -2.27 -2.03 0.97 -0.33
C -2.59 -2.52 2.20 -0.01
C -1.92 -3.78 2.79 0.03
C -1.21 -4.55 1.76 -0.12
C -1.08 -4.06 0.51 -0.04
C -1.90 -2.80 0.07 -0.03
C -1.74 0.29 -1.34 -0.18
N -2.64 0.00 -2.14 0.25
C -2.47 0.40 -3.43 -0.27
C -3.26 0.25 -4.51 -0.09
C -2.91 0.43 -5.75 -0.03
C -1.56 1.20 -6.05 -0.04
C -0.73 1.44 -5.06 -0.01
C -1.26 0.93 -3.69 -0.08
N -0.30 1.51 -2.69 0.20
C -0.46 0.77 -1.55 -0.23
H 1.89 0.01 -3.40 0.06
H 2.43 -0.43 -1.83 0.11
H 2.65 -1.59 -3.47 0.12
H 5.18 1.29 -3.51 0.19
H 3.33 2.03 -3.35 0.14
H 4.36 0.89 -0.93 0.06
H 5.49 1.99 -1.45 0.18
H 3.50 3.54 -1.59 0.14
H 3.57 2.74 0.10 0.16
H 1.58 2.22 -1.91 0.05
H 0.73 0.84 2.10 0.07
H -2.07 -0.43 5.51 0.19
H -1.11 -0.46 7.60 0.19
H 1.53 0.03 7.68 0.10
H 2.54 1.06 5.77 0.05
H 1.44 1.17 3.52 0.10
H -3.29 -0.34 1.64 0.17
H -3.72 -1.06 -0.13 0.16
H -2.89 -2.03 3.12 0.09
H -2.15 -4.14 3.83 0.10
H -0.96 -5.49 1.95 0.04
H -0.79 -4.65 -0.36 0.09
H -1.72 -2.53 -1.11 0.17
H -4.09 -0.59 -4.43 0.17
H -3.42 0.13 -6.52 0.03
H -1.48 1.25 -7.21 0.13
H 0.12 1.87 -5.26 0.04

=====

Entry 7:
72
Properties=species:S:1:pos:R:3:lowdin_charge:R:1 method="wB97M-V/def2-TZVPD" relative_energy_kcal_mol=10.3 e_lumo_ev="2.37 / 2.36" homo_ha="-0.180 / -0.181" spin_multiplicity=2 s2=0.76 charge=-1
Co 0.30 0.04 1.14 0.42
C 0.33 2.06 -5.22 -0.05
C 1.00 1.33 -4.09 -0.27
C 0.24 0.63 -3.16 -0.02
C 0.85 0.00 -2.08 -0.05
C 2.22 0.08 -1.91 -0.26
C 2.99 0.76 -2.84 -0.05
C 2.38 1.37 -3.93 -0.04
S 2.97 -0.62 -0.45 0.56
O 2.65 -2.03 -0.48 -0.33
O 4.38 -0.27 -0.52 -0.33
N 2.27 0.05 0.79 -0.26
C 2.62 1.48 0.95 -0.19
C 1.49 2.37 0.45 -0.61
O 1.67 3.55 0.20 0.03
O 0.35 1.76 0.35 -0.13
H -0.60 1.57 -5.51 0.07
H 0.97 2.11 -6.10 0.07
H 0.08 3.08 -4.92 0.07
H -0.84 0.59 -3.26 0.11
H 0.24 -0.53 -1.36 0.10
H 4.06 0.82 -2.69 0.11
H 2.98 1.92 -4.65 0.11
H 3.55 1.74 0.44 0.11
H 2.75 1.68 2.01 0.08
C -2.80 3.55 -4.30 -0.07
C -2.75 3.03 -2.88 -0.29
C -1.96 3.65 -1.92 -0.02
C -1.91 3.18 -0.62 -0.04
C -2.66 2.07 -0.27 -0.26
C -3.47 1.45 -1.21 -0.05
C -3.51 1.93 -2.51 -0.06
S -2.55 1.40 1.37 0.61
O -1.81 2.33 2.17 -0.30
O -3.90 1.07 1.77 -0.32
N -1.67 0.05 1.20 -0.16
C -2.25 -1.20 1.12 -0.23
C -3.57 -1.58 0.94 -0.03
C -3.95 -2.93 0.90 -0.09
C -3.05 -3.95 1.05 -0.07
C -1.69 -3.62 1.23 -0.17
C -0.67 -4.59 1.41 -0.01
C 0.63 -4.21 1.59 -0.04
C 0.94 -2.83 1.56 -0.13
N 0.01 -1.91 1.37 0.06
C -1.30 -2.28 1.23 -0.13
H -2.02 4.29 -4.47 0.07
H -3.76 4.01 -4.52 0.08
H -2.66 2.74 -5.01 0.06
H -1.35 4.50 -2.20 0.12
H -1.26 3.64 0.11 0.11
H -4.07 0.59 -0.92 0.10
H -4.14 1.43 -3.24 0.11
H -4.34 -0.82 0.87 0.08
H -5.00 -3.16 0.76 0.10
H -3.35 -4.99 1.03 0.10
H -0.94 -5.64 1.41 0.11
H 1.43 -4.92 1.73 0.11
H 1.96 -2.49 1.64 0.09
C 3.78 -0.31 3.70 -0.02
N 2.75 -1.24 4.12 -0.11
C 2.96 -2.56 4.46 -0.06
C 1.76 -3.11 4.74 -0.10
N 0.83 -2.11 4.55 0.07
C 1.42 -0.96 4.14 -0.78
S 0.63 0.47 3.76 0.73
H 4.67 -0.48 4.31 0.09
H 3.41 0.70 3.87 0.06
H 4.00 -0.43 2.64 0.08
H 3.95 -2.98 4.50 0.12
H 1.50 -4.10 5.05 0.11
H -0.17 -2.20 4.57 0.15